Below is F2H14HfO7 as an isolated structure at a distorted geometry, with properties calculated with ωB97M-V with the def2-TZVPD basis set.

XYZ file:
```
24
Properties=species:S:1:pos:R:3:forces:R:3
Hf 0.07517 0.09943 0.19148 1.2 2.2 2.1
F 0.34042 2.11149 -0.80847 -0.6 -3.2 1.4
F 0.43874 -0.87652 2.20534 -0.7 1.5 -3.6
O 0.74479 1.83747 1.78196 -0.1 -0.3 -0.3
H 0.40449 2.73363 1.64462 0.1 -0.1 -0.3
H 1.57892 1.95658 2.25585 -0.1 -0.3 0.2
O -1.86048 1.01790 1.32458 0.2 0.0 -0.3
H -2.20003 1.92248 1.25961 0.2 0.0 -0.1
H -2.49764 0.54811 1.88109 0.3 -0.2 0.1
O -1.58007 -1.53651 0.44918 -0.3 0.0 -0.7
H -1.94383 -1.93833 -0.35426 -0.1 0.1 0.1
H -1.73112 -2.19179 1.15004 0.4 0.3 0.3
O 0.78947 -0.30267 -2.12440 0.0 -0.5 0.3
H 0.82003 -1.19657 -2.48745 0.0 0.1 -0.2
H 0.92328 0.28137 -2.88722 0.0 0.4 0.3
O 0.97734 -2.11976 -0.19597 0.1 0.1 -0.2
H 1.29224 -2.66214 0.54763 -0.1 0.4 0.3
H 0.96331 -2.71807 -0.95480 0.0 0.0 0.1
O 2.40709 0.24603 0.10851 -0.3 -0.1 0.0
H 2.95740 0.96172 0.45729 -0.3 0.1 0.0
H 2.96068 -0.20041 -0.54712 -0.2 -0.1 0.0
O -1.68228 0.52035 -1.39555 -0.2 -0.5 0.1
H -1.53722 1.11459 -2.14794 0.3 0.1 0.2
H -2.64070 0.39161 -1.35400 0.1 0.0 0.2
```
Forces are in eV/Å.

Computed properties:
E: -21291.49045 eV
E_LUMO: -0.2620 Ha
Gap between HOMO and LUMO: 11.635 eV
Net charge: +2